(1)
Here is a single CH3BrO3S molecule in a non-equilibrium geometry from the OMol25 dataset. Energies are from ωB97M-V/def2-TZVPD.

Element x y z (Å)
C: 0.21 -0.49 0.34
O: 0.56 -2.94 3.07
O: -1.08 0.10 0.28
O: 0.39 -0.88 1.67
S: -0.25 -2.35 2.06
Br: 0.53 -3.65 0.34
H: -1.12 1.08 0.30
H: 0.20 -1.40 -0.31
H: 0.98 0.23 0.05

Calculated values
Highest occupied orbital energy, eV: -10.336
HOMO-LUMO gap, eV: 9.76
Net charge: 0
E_LUMO, eV: -0.58

These are the natural (NBO) partial charges, in e, on atoms 1 to 2:
1. C 0.185
2. O -0.863

=====

(2)
Here is 2 unconnected molecules or ions with the total composition C5H11O4 in a non-equilibrium geometry from the OMol25 dataset. Energies are from ωB97M-V/def2-TZVPD.

Element x y z (Å)
H: 5.22 3.04 0.27
O: 4.25 2.96 0.09
H: 3.10 2.20 0.02
O: 2.12 1.91 0.30
O: 1.75 1.37 -0.92
C: 0.41 0.92 -0.79
C: 0.20 -0.23 0.19
C: -0.88 -1.04 0.19
C: -0.98 -2.14 1.22
C: -2.06 -0.79 -0.73
O: -3.18 -0.80 0.16
H: -0.20 1.80 -0.49
H: 0.26 0.62 -1.84
H: 1.02 -0.46 0.91
H: -1.89 -2.73 1.15
H: -0.13 -2.82 1.12
H: -0.93 -1.76 2.25
H: -1.99 0.20 -1.23
H: -2.12 -1.57 -1.52
H: -3.99 -0.69 -0.37

Calculated values
Highest occupied orbital energy (spin up / spin down), eV: -9.086 / -8.794
HOMO-LUMO gap (spin up / spin down), eV: 9.82 / 5.55
Net charge: 0
Spin multiplicity: 2
E_LUMO (spin up / spin down), eV: 0.74 / -3.24

These are the natural (NBO) partial charges, in e, on atoms 1 to 2:
1. H 0.457
2. O -0.603

=====

(3)
Here is a molecular structure, C26H55O5RuSb2SiTe in a non-equilibrium geometry from the OMol25 dataset. Energies are from ωB97M-V/def2-TZVPD.

Element x y z (Å)
Ru: -0.77 -0.23 -0.02
O: -4.87 1.53 -0.31
C: -3.95 0.74 -0.31
O: -2.87 0.84 0.34
C: -4.16 -0.60 -1.12
C: -3.80 -1.84 -0.29
C: -4.46 -3.07 -0.92
C: -3.60 -3.25 -2.18
C: -2.56 -2.13 -1.99
O: -2.42 -2.07 -0.57
C: -3.20 -0.78 -2.32
C: -2.11 0.32 -2.36
O: -2.45 1.50 -2.31
O: -0.91 -0.07 -2.47
H: -5.20 -0.60 -1.43
H: -3.95 -1.73 0.79
H: -5.52 -2.91 -1.14
H: -4.38 -3.93 -0.26
H: -4.15 -3.12 -3.11
H: -3.12 -4.23 -2.20
H: -1.59 -2.30 -2.46
H: -3.71 -0.76 -3.28
C: 0.33 4.26 -3.24
C: 0.41 2.80 -2.84
Sb: -0.31 2.33 -0.83
C: 1.56 2.85 0.29
C: 2.51 3.82 -0.39
C: -1.61 4.01 -0.32
C: -0.91 5.28 0.09
H: 0.61 4.37 -4.29
H: 1.00 4.88 -2.65
H: -0.69 4.64 -3.12
H: 1.44 2.44 -2.91
H: -0.21 2.20 -3.51
H: 2.08 1.90 0.47
H: 1.25 3.25 1.25
H: 2.81 3.47 -1.37
H: 3.40 3.95 0.22
H: 2.04 4.80 -0.51
H: -2.26 3.64 0.48
H: -2.24 4.16 -1.20
H: -0.29 5.12 0.97
H: -1.65 6.05 0.33
H: -0.28 5.66 -0.71
C: 2.53 -1.00 3.80
Si: 1.29 0.43 4.09
C: 2.21 2.09 4.31
C: 0.25 0.07 5.65
C: 0.13 0.56 2.60
H: 2.98 -1.32 4.74
H: 3.34 -0.70 3.15
H: 2.05 -1.87 3.36
H: 2.92 2.04 5.13
H: 1.51 2.90 4.51
H: 2.77 2.36 3.41
H: 0.86 0.03 6.55
H: -0.28 -0.87 5.56
H: -0.50 0.85 5.80
H: 0.57 0.13 1.68
H: -0.20 1.59 2.40
C: -3.42 -1.74 4.14
Te: -1.99 -0.49 2.81
C: -0.91 -2.35 2.53
H: -3.90 -2.49 3.51
H: -4.16 -1.05 4.51
H: -2.91 -2.22 4.96
H: -0.22 -2.53 3.34
H: -0.36 -2.31 1.58
H: -1.63 -3.16 2.47
C: 3.22 -0.79 -3.65
C: 1.76 -0.88 -3.24
Sb: 1.36 -1.43 -1.17
C: 1.52 -3.62 -1.31
C: 2.25 -4.15 -2.53
C: 3.33 -0.98 -0.29
C: 4.43 -2.01 -0.48
H: 3.29 -0.46 -4.69
H: 3.71 -1.76 -3.58
H: 3.76 -0.08 -3.03
H: 1.23 -1.61 -3.85
H: 1.26 0.07 -3.38
H: 0.49 -4.00 -1.29
H: 2.01 -3.94 -0.40
H: 1.79 -3.79 -3.45
H: 2.21 -5.24 -2.53
H: 3.29 -3.85 -2.51
H: 3.16 -0.83 0.78
H: 3.64 -0.02 -0.71
H: 4.16 -2.96 -0.02
H: 5.35 -1.66 -0.02
H: 4.63 -2.18 -1.54

Calculated values
Highest occupied orbital energy (spin up / spin down), eV: -6.701 / -7.017
HOMO-LUMO gap (spin up / spin down), eV: 4.92 / 5.35
Net charge: 0
Spin multiplicity: 2
E_LUMO (spin up / spin down), eV: -1.78 / -1.66

These are the Löwdin partial charges, in e, on atoms 1 to 2:
1. Ru 0.498
2. O 0.053

=====

(4)
Here is 2 unconnected molecules or ions with the total composition C4H8NO2 in a non-equilibrium geometry from the OMol25 dataset. Energies are from ωB97M-V/def2-TZVPD.

Element x y z (Å)
C: 0.16 0.92 1.02
C: -0.36 -0.17 0.44
C: -0.55 2.23 1.15
C: 0.31 -1.43 0.31
N: 0.50 -0.75 -2.23
O: -0.06 -2.01 -2.51
O: -0.23 -2.50 -0.06
H: 1.17 0.90 1.41
H: -1.37 -0.14 0.05
H: -0.02 3.02 0.61
H: -0.62 2.54 2.20
H: -1.56 2.15 0.74
H: 1.37 -1.44 0.62
H: 1.52 -0.90 -2.15
H: -0.26 -2.41 -1.61

Calculated values
Highest occupied orbital energy (spin up / spin down), eV: -3.029 / -1.494
HOMO-LUMO gap (spin up / spin down), eV: 7.03 / 5.50
Net charge: -1
E_LUMO (spin up / spin down), eV: 4.00 / 4.01

These are the natural (NBO) partial charges, in e, on atoms 1 to 2:
1. C -0.253
2. C -0.248

=====

(5)
Here is 2 unconnected molecules or ions with the total composition C29H43OSi in a non-equilibrium geometry from the OMol25 dataset. Energies are from ωB97M-V/def2-TZVPD.

Element x y z (Å)
C: -5.73 0.65 -0.12
Si: -5.14 -1.01 0.49
C: -6.16 -1.43 1.99
C: -5.38 -2.33 -0.81
O: -3.48 -0.88 0.70
C: -2.55 -0.92 1.71
C: -1.44 -1.69 1.49
C: -2.74 -0.07 2.87
C: -3.54 1.01 2.89
H: -6.77 0.56 -0.45
H: -5.68 1.42 0.66
H: -5.12 0.99 -0.97
H: -7.22 -1.44 1.69
H: -5.92 -2.42 2.39
H: -6.05 -0.69 2.79
H: -6.44 -2.38 -1.11
H: -4.78 -2.13 -1.71
H: -5.10 -3.33 -0.43
H: -0.71 -1.79 2.30
H: -1.37 -2.32 0.61
H: -2.08 -0.35 3.71
H: -3.62 1.60 3.81
H: -4.04 1.39 2.00
C: 2.58 3.94 -4.60
C: 1.94 3.20 -3.46
C: 2.38 3.39 -2.15
C: 1.74 2.78 -1.07
C: 2.26 3.16 0.30
C: 0.67 1.90 -1.29
C: -0.13 1.26 -0.15
C: -0.98 2.29 0.59
C: 0.74 0.43 0.84
C: 1.26 -0.80 0.24
C: 2.45 -1.47 0.56
C: 3.08 -2.29 -0.45
C: 2.57 -2.27 -1.86
C: 4.16 -3.09 -0.13
C: 4.72 -3.10 1.15
C: 5.88 -4.00 1.46
C: 4.16 -2.26 2.12
C: 3.07 -1.45 1.87
C: 2.57 -0.59 2.99
C: 0.23 1.69 -2.62
C: -0.95 0.80 -2.91
C: 0.88 2.32 -3.68
H: 2.13 3.66 -5.55
H: 2.47 5.03 -4.48
H: 3.66 3.74 -4.66
H: 3.22 4.05 -1.96
H: 1.52 3.10 1.10
H: 3.13 2.54 0.59
H: 2.63 4.20 0.28
H: -0.83 0.53 -0.58
H: -1.55 2.89 -0.14
H: -1.69 1.80 1.27
H: -0.37 2.99 1.17
H: 1.56 1.06 1.23
H: 0.08 0.16 1.68
H: 0.67 -1.18 -0.59
H: 3.23 -2.87 -2.50
H: 1.55 -2.69 -1.94
H: 2.55 -1.26 -2.28
H: 4.58 -3.74 -0.91
H: 6.19 -3.88 2.51
H: 5.60 -5.05 1.32
H: 6.74 -3.80 0.81
H: 4.60 -2.26 3.13
H: 2.98 -0.95 3.94
H: 2.91 0.45 2.90
H: 1.47 -0.59 3.07
H: -1.16 0.80 -3.98
H: -0.76 -0.25 -2.61
H: -1.86 1.14 -2.40
H: 0.53 2.14 -4.69

Calculated values
Highest occupied orbital energy, eV: -10.958
HOMO-LUMO gap, eV: 5.75
Net charge: +1
E_LUMO, eV: -5.21

These are the Löwdin partial charges, in e, on atoms 1 to 2:
1. C -0.158
2. Si 0.411

=====

(6)
Here is a gas-phase ion, C12H17N2O (charge +1) in a non-equilibrium geometry from the OMol25 dataset. Energies are from ωB97M-V/def2-TZVPD.

Element x y z (Å)
C: 3.43 2.50 -0.57
O: 2.59 1.42 -0.23
C: 1.27 1.68 0.00
C: 0.62 2.85 -0.12
C: -0.78 2.95 0.18
C: -1.54 1.88 0.50
C: -0.94 0.58 0.54
C: -1.52 -0.62 0.46
C: -2.70 -1.32 -0.06
C: -2.09 -2.10 -1.26
N: -0.74 -2.54 -0.88
C: -0.21 -1.82 0.20
C: 0.26 -2.60 1.40
N: 0.85 -0.79 -0.22
C: 0.57 0.46 0.55
H: 4.44 2.08 -0.61
H: 3.38 3.29 0.18
H: 3.17 2.90 -1.56
H: 1.13 3.73 -0.46
H: -1.23 3.93 0.10
H: -2.60 1.97 0.66
H: -3.11 -2.01 0.68
H: -3.48 -0.64 -0.39
H: -2.71 -2.95 -1.54
H: -2.01 -1.42 -2.12
H: -0.65 -3.55 -0.81
H: 1.06 -3.28 1.11
H: -0.57 -3.19 1.79
H: 0.61 -1.95 2.19
H: 0.72 -0.62 -1.22
H: 1.81 -1.12 -0.08
H: 0.94 0.30 1.57

Calculated values
SMILES: COC1=CC=CC2=C3CCN[C@@]3(C)[NH2+][C@@H]12
Highest occupied orbital energy, eV: -11.360
HOMO-LUMO gap, eV: 8.09
Net charge: +1
E_LUMO, eV: -3.27

These are the natural (NBO) partial charges, in e, on atoms 1 to 2:
1. C -0.261
2. O -0.518

=====

(7)
Here is a single C9H8N2O2S molecule in a non-equilibrium geometry from the OMol25 dataset. Energies are from ωB97M-V/def2-TZVPD.

Element x y z (Å)
C: -0.49 -2.74 0.35
C: 0.47 -3.44 -0.32
C: -0.15 -1.38 0.47
C: 1.09 -1.04 -0.13
C: 1.47 0.34 -0.07
C: 0.59 2.44 -1.08
C: -1.02 -0.28 1.11
C: -1.47 0.80 0.15
C: -0.99 2.09 0.78
N: 1.24 1.17 -1.16
N: 0.05 2.76 0.23
O: 1.80 0.78 1.02
O: 0.54 3.21 -2.03
S: 1.69 -2.48 -0.98
H: -1.48 -3.23 0.58
H: 0.44 -4.41 -0.54
H: -1.85 -0.66 1.77
H: -0.27 0.24 1.85
H: -0.98 0.74 -0.89
H: -2.54 0.91 0.28
H: 1.31 0.73 -2.07
H: 0.55 3.46 0.67

Calculated values
Highest occupied orbital energy, eV: -8.164
HOMO-LUMO gap, eV: 8.19
Net charge: 0
E_LUMO, eV: 0.03

These are the natural (NBO) partial charges, in e, on atoms 1 to 2:
1. C -0.256
2. C -0.389

=====

(8)
Here is 9 unconnected molecules or ions with the total composition C14H46O9 in a non-equilibrium geometry from the OMol25 dataset. Energies are from ωB97M-V/def2-TZVPD.

Element x y z (Å)
C: -1.61 2.70 -3.22
O: -2.14 1.34 -3.07
H: -1.96 3.14 -4.15
H: -1.83 3.43 -2.45
H: -0.53 2.84 -3.28
H: -3.01 1.44 -3.46
C: -1.28 1.48 4.07
O: -0.05 2.13 3.92
H: -1.09 0.46 3.72
H: -1.71 1.45 5.07
H: -2.01 1.89 3.37
H: 0.31 2.15 3.03
C: -4.03 -0.74 0.12
O: -5.05 -0.15 0.89
H: -3.31 -1.22 0.78
H: -4.62 -1.55 -0.32
H: -3.54 -0.15 -0.65
H: -5.16 0.79 0.72
C: -0.36 0.32 0.71
O: -0.17 0.24 -0.70
H: -1.31 -0.15 0.95
H: 0.41 -0.09 1.37
H: -0.56 1.31 1.12
H: -0.73 0.86 -1.17
C: 1.57 5.30 0.35
C: 0.93 3.89 0.45
O: -0.44 3.97 0.73
H: 2.62 5.32 0.03
H: 1.40 5.78 1.31
H: 0.98 5.79 -0.42
H: 1.64 3.32 1.04
H: 0.92 3.47 -0.55
H: -0.59 4.68 1.35
C: 4.24 1.00 -2.17
C: 2.93 1.56 -1.50
O: 2.81 1.09 -0.19
H: 5.17 1.39 -1.75
H: 4.12 1.16 -3.24
H: 4.32 -0.08 -2.11
H: 2.04 1.19 -2.02
H: 2.88 2.65 -1.53
H: 2.29 0.29 -0.29
C: -2.77 -4.18 3.81
C: -2.16 -3.42 2.68
O: -1.95 -2.00 3.07
H: -3.83 -3.95 3.92
H: -2.41 -4.15 4.84
H: -2.72 -5.26 3.65
H: -2.87 -3.45 1.85
H: -1.22 -3.87 2.38
H: -2.83 -1.63 3.12
C: 1.66 -2.87 1.63
C: 2.37 -2.22 0.47
O: 2.78 -3.15 -0.55
H: 0.79 -3.42 1.26
H: 1.29 -2.19 2.39
H: 2.31 -3.65 2.03
H: 3.25 -1.77 0.93
H: 1.97 -1.29 0.06
H: 2.38 -2.92 -1.39
C: 1.45 -2.98 -4.11
C: 0.64 -1.78 -3.63
O: 1.44 -1.21 -2.74
H: 2.37 -2.79 -4.67
H: 0.79 -3.42 -4.86
H: 1.66 -3.74 -3.37
H: -0.28 -2.18 -3.19
H: 0.49 -1.16 -4.51
H: 0.93 -1.05 -1.95

Calculated values
Highest occupied orbital energy (spin up / spin down), eV: 0.542 / -7.359
HOMO-LUMO gap (spin up / spin down), eV: 2.16 / 10.00
Net charge: -1
Spin multiplicity: 2
E_LUMO (spin up / spin down), eV: 2.70 / 2.64

These are the natural (NBO) partial charges, in e, on atoms 1 to 2:
1. C -0.526
2. O -0.922

=====

(9)
Here is a molecular structure, C45H41BCl6F6N8OPY in a non-equilibrium geometry from the OMol25 dataset. Energies are from ωB97M-V/def2-TZVPD.

Element x y z (Å)
Y: -0.32 0.84 0.35
Cl: -0.39 4.27 1.85
C: -0.97 3.02 2.91
C: -0.94 1.71 2.43
C: -1.41 0.76 3.33
Cl: -1.42 -0.87 2.76
C: -1.86 1.05 4.61
Cl: -2.40 -0.20 5.67
C: -1.88 2.38 5.03
Cl: -2.46 2.78 6.61
C: -1.44 3.38 4.17
Cl: -1.46 5.03 4.68
C: -3.32 -4.69 -1.62
N: -3.36 -3.41 -2.32
C: -2.65 -3.56 -3.59
N: -1.29 -4.07 -3.45
C: -1.33 -5.33 -2.72
N: -1.98 -5.23 -1.42
C: -1.20 -4.38 -0.50
P: -0.96 -2.59 -1.06
C: -2.77 -2.35 -1.51
C: -0.42 -3.10 -2.79
H: -3.89 -5.42 -2.22
H: -3.81 -4.57 -0.65
H: -2.61 -2.59 -4.08
H: -3.22 -4.25 -4.22
H: -0.31 -5.69 -2.58
H: -1.89 -6.06 -3.32
H: -0.21 -4.82 -0.38
H: -1.69 -4.39 0.47
H: -2.85 -1.40 -2.04
H: -3.35 -2.25 -0.58
H: 0.59 -3.52 -2.70
H: -0.36 -2.20 -3.40
N: 5.52 4.48 -3.45
C: 6.61 5.30 -3.55
C: 7.44 5.66 -4.61
C: 8.48 6.53 -4.33
C: 8.67 7.04 -3.04
C: 7.84 6.69 -1.99
C: 6.79 5.81 -2.25
N: 5.84 5.30 -1.40
C: 5.10 4.51 -2.14
C: 3.95 3.76 -1.66
C: 3.21 2.90 -2.47
C: 2.13 2.23 -1.95
N: 1.73 2.35 -0.68
C: 2.46 3.15 0.11
C: 3.55 3.86 -0.32
H: 5.11 3.94 -4.19
H: 7.29 5.27 -5.61
H: 9.15 6.83 -5.12
H: 9.49 7.73 -2.86
H: 7.99 7.09 -0.99
H: 3.47 2.75 -3.51
H: 1.54 1.55 -2.55
H: 2.13 3.22 1.14
H: 4.12 4.49 0.35
C: -0.48 0.27 -1.83
C: -0.63 0.34 -3.05
C: -0.86 0.43 -4.45
C: 0.19 0.35 -5.37
C: -0.05 0.49 -6.73
C: -1.34 0.71 -7.20
C: -2.40 0.77 -6.30
C: -2.16 0.63 -4.94
H: 1.19 0.15 -5.01
H: 0.77 0.42 -7.43
H: -1.53 0.82 -8.26
H: -3.41 0.93 -6.65
H: -2.98 0.67 -4.23
F: -2.82 0.24 0.34
B: -3.95 1.05 0.78
F: -4.44 0.52 1.97
F: -4.92 1.03 -0.22
F: -3.51 2.38 0.98
Cl: 6.43 -6.22 -3.56
C: 5.24 -5.11 -2.89
C: 4.77 -5.30 -1.59
C: 3.85 -4.43 -1.06
C: 3.34 -3.29 -1.79
C: 2.43 -2.41 -1.26
C: 3.85 -3.17 -3.14
C: 4.78 -4.04 -3.65
H: 5.13 -6.14 -1.01
H: 3.49 -4.57 -0.04
H: 2.05 -2.53 -0.25
H: 2.09 -1.54 -1.81
H: 3.48 -2.35 -3.75
H: 5.16 -3.91 -4.66
F: 1.39 -1.27 1.91
C: 1.65 -0.05 1.27
F: 1.85 0.86 2.38
H: 2.66 -0.18 0.87
N: -1.36 2.88 -0.91
C: -2.35 3.28 -1.34
N: -3.48 3.73 -1.85
C: -3.61 3.89 -3.29
C: -3.33 5.34 -3.66
O: -4.18 6.22 -2.94
C: -4.02 6.08 -1.53
C: -4.31 4.65 -1.09
H: -4.63 3.62 -3.57
H: -2.91 3.22 -3.80
H: -3.52 5.52 -4.72
H: -2.28 5.57 -3.44
H: -4.71 6.78 -1.07
H: -2.99 6.34 -1.25
H: -5.36 4.40 -1.29
H: -4.12 4.52 -0.02

Calculated values
Highest occupied orbital energy, eV: -0.213
HOMO-LUMO gap, eV: 3.11
Net charge: -2
E_LUMO, eV: 2.90

These are the Löwdin partial charges, in e, on atoms 1 to 2:
1. Y 1.294
2. Cl 0.660

=====

Taking the records one at a time from the top gives energy above the lowest of the compared OMol25 structures with the same formula, charge and spin values of 22.79; 378.20; 153.01; 498.08; 24.78; 266.59; 404.18; 33.52; 227.83 kJ/mol.
Taking the records one at a time from the top gives energy values of -3237.7818; -497.8154; -2532.5740; -362.3345; -1495.3403; -651.9198; -1005.8171; -1237.9276; -6017.8217 Ha.